DFT (ωB97M-V with the def2-TZVPD basis set) results for C5H6N2O2 in the gas phase at a distorted geometry.

Atoms and positions in Å:
C -2.685 0.540 0.233
C -1.416 -0.222 0.192
N -1.225 -1.502 0.337
C 0.142 -1.670 0.317
C 0.721 -0.467 0.039
O -0.277 0.456 -0.003
C 2.107 -0.040 -0.019
N 2.879 0.447 0.829
H -2.822 1.098 -0.704
H -3.522 -0.152 0.368
H -2.669 1.262 1.060
H 0.611 -2.622 0.550
O 2.704 0.736 -1.348
H 1.935 0.995 -1.874
H 3.518 1.141 0.025

Results
SMILES string	[H]/N=C(\O)c1cnc(C)o1
LUMO energy	0.5852	eV
HOMO-LUMO gap	10.24	eV
E_HOMO	-9.66	eV
E	-12354.414	eV